[1]
Density functional theory data (ωB97M-V/def2-TZVPD) for a molecular structure, C39H32AgN3O2S4Te.

**Gap between HOMO and LUMO**: 4.34 eV
**Net charge**: -2
**E_HOMO**: -0.84 eV
**Energy relative to the best compared isomer or geometry (same formula, charge and spin)**: 29.02 kJ/mol

Each line ends with the Löwdin charge.
Cartesian coordinates (Å):
Ag 1.50 -0.26 2.13  0.4067
C 4.86 -3.53 2.81  -0.0619
C 4.14 -4.68 3.07  -0.0863
C 2.83 -4.78 2.62  -0.0327
C 2.30 -3.71 1.91  -0.2346
N 3.01 -2.62 1.64  0.0968
C 4.25 -2.51 2.10  -0.1429
C 0.89 -3.69 1.42  -0.2179
C 0.19 -4.85 1.12  -0.0356
C -1.12 -4.75 0.69  -0.0873
C -1.70 -3.50 0.58  -0.0589
C -0.93 -2.38 0.89  -0.1053
N 0.33 -2.48 1.30  0.1125
H 5.87 -3.40 3.18  0.0975
H 4.58 -5.49 3.64  0.0945
H 2.23 -5.65 2.85  0.0974
H 4.74 -1.56 1.89  0.0494
H 0.68 -5.82 1.18  0.0975
H -1.68 -5.64 0.44  0.0957
H -2.72 -3.37 0.26  0.1001
H -1.31 -1.37 0.83  0.0874
S 2.09 -0.45 4.66  -0.1917
S 3.24 1.27 4.74  -0.2854
S 4.69 1.10 3.29  -0.2995
S 3.72 1.12 1.45  -0.2478
C -5.15 2.94 -0.93  -0.0825
C -4.03 2.27 -0.18  -0.2944
C -4.18 1.83 1.12  -0.0089
C -3.15 1.25 1.84  -0.0788
C -3.48 0.86 3.24  -0.3047
O -4.62 0.52 3.53  0.0323
C -2.45 0.92 4.33  -0.1505
C -2.62 0.10 5.43  -0.0381
C -1.70 0.11 6.47  -0.1000
C -0.60 0.96 6.40  -0.1299
C -0.44 1.80 5.31  -0.1145
C -1.36 1.78 4.28  -0.0313
C -1.84 1.01 1.26  -0.3531
O -0.93 0.49 1.94  -0.1074
C -1.71 1.45 -0.13  -0.0584
C -2.78 2.08 -0.76  -0.0068
C -0.48 1.28 -0.93  -0.2164
N 0.44 0.43 -0.68  0.1083
C 1.64 0.43 -1.51  -0.3422
C 2.13 -0.98 -1.76  -0.4855
Te 0.83 -2.08 -3.06  1.2316
C 1.02 -0.81 -4.74  -0.5824
C -0.01 -0.77 -5.68  -0.1824
C 0.08 0.05 -6.79  -0.1266
C 1.19 0.87 -6.98  -0.1202
C 2.21 0.84 -6.04  -0.0912
C 2.13 0.00 -4.93  -0.1356
C -0.36 2.17 -2.15  -0.2131
C 0.25 3.41 -2.04  -0.0169
C 0.43 4.20 -3.16  -0.0858
C 0.00 3.76 -4.41  -0.1031
C -0.61 2.52 -4.52  -0.0890
C -0.79 1.73 -3.40  -0.0506
H -6.05 2.99 -0.32  0.0621
H -5.40 2.41 -1.85  0.0647
H -4.90 3.97 -1.22  0.0659
H -5.14 1.94 1.63  0.1118
H -3.48 -0.56 5.46  0.1031
H -1.82 -0.56 7.31  0.0875
H 0.15 0.93 7.18  0.0928
H 0.45 2.42 5.23  0.0775
H -1.20 2.40 3.40  0.1160
H -2.65 2.42 -1.78  0.1084
H 2.43 0.97 -0.97  0.0613
H 1.50 0.95 -2.47  0.0804
H 2.14 -1.57 -0.84  0.0169
H 3.14 -1.00 -2.18  0.0439
H -0.90 -1.37 -5.53  0.0885
H -0.73 0.07 -7.51  0.0974
H 1.25 1.52 -7.84  0.0936
H 3.07 1.48 -6.16  0.1005
H 2.94 0.00 -4.21  0.0929
H 0.60 3.74 -1.07  0.1291
H 0.91 5.17 -3.07  0.0945
H 0.15 4.38 -5.29  0.0899
H -0.93 2.15 -5.49  0.0872
H -1.25 0.75 -3.48  0.1143

***

[2]
Density functional theory data (ωB97M-V/def2-TZVPD) for a molecular structure, C39H32AsNO6PtS.

**Gap between HOMO and LUMO**: 8.38 eV
**E_HOMO**: -8.20 eV
**Energy relative to the best compared isomer or geometry (same formula, charge and spin)**: 0.00 kJ/mol

Each line ends with the Löwdin charge.
Cartesian coordinates (Å):
Pt -0.79 -1.15 1.56  1.2072
O 1.12 -4.01 -0.47  0.0735
C 0.49 -3.27 0.26  -0.5621
O 0.13 -2.05 -0.02  -0.1978
C 0.06 -3.78 1.64  -0.1369
C 0.26 -5.02 2.22  0.0273
C -0.25 -5.23 3.50  -0.0245
C -0.93 -4.23 4.19  0.0275
C -1.10 -3.01 3.57  -0.1420
N -0.61 -2.86 2.34  -0.0611
C -1.83 -1.76 4.09  -0.5650
O -2.25 -1.75 5.22  0.0852
O -1.97 -0.81 3.20  -0.1829
H 0.79 -5.77 1.66  0.1251
H -0.10 -6.20 3.97  0.1113
H -1.32 -4.38 5.19  0.1257
O 1.86 -0.42 1.97  -0.4970
As 2.92 0.48 1.11  1.1718
C 4.74 -0.03 1.48  -0.3057
C 5.71 -0.08 0.49  -0.0870
C 6.99 -0.50 0.80  -0.0807
C 7.31 -0.86 2.10  -0.0842
C 6.34 -0.81 3.10  -0.0792
C 5.05 -0.41 2.79  -0.0982
C 2.71 0.34 -0.80  -0.2967
C 2.68 1.45 -1.64  -0.0968
C 2.47 1.28 -3.00  -0.0903
C 2.29 0.00 -3.52  -0.0835
C 2.33 -1.10 -2.69  -0.0610
C 2.54 -0.94 -1.33  -0.0923
C 2.80 2.36 1.52  -0.2850
C 1.66 3.07 1.15  -0.0998
C 1.52 4.40 1.51  -0.0744
C 2.51 5.03 2.25  -0.0830
C 3.65 4.32 2.63  -0.0803
C 3.79 2.99 2.27  -0.0858
H 5.46 0.20 -0.53  0.1021
H 7.75 -0.54 0.02  0.1036
H 8.32 -1.18 2.34  0.1028
H 6.59 -1.11 4.11  0.1041
H 4.28 -0.40 3.54  0.1086
H 2.83 2.44 -1.23  0.0978
H 2.45 2.14 -3.65  0.1014
H 2.12 -0.12 -4.59  0.1029
H 2.17 -2.10 -3.08  0.1125
H 2.54 -1.81 -0.68  0.0957
H 0.86 2.57 0.60  0.0873
H 0.63 4.95 1.22  0.1045
H 2.40 6.07 2.53  0.1030
H 4.42 4.81 3.21  0.1037
H 4.68 2.45 2.56  0.0969
O -0.92 0.76 0.70  -0.6594
S -2.04 1.05 -0.29  1.0197
C -2.03 -0.32 -1.48  -0.2644
C -2.60 0.08 -2.81  -0.2752
C -1.94 1.04 -3.58  -0.0488
C -2.46 1.43 -4.81  -0.0767
C -3.64 0.87 -5.27  -0.0860
C -4.30 -0.09 -4.51  -0.0756
C -3.78 -0.48 -3.29  -0.0469
C -3.56 0.71 0.63  -0.2771
C -4.77 0.77 -0.25  -0.2828
C -5.05 1.89 -1.03  -0.0494
C -6.15 1.92 -1.86  -0.0723
C -7.00 0.82 -1.93  -0.0854
C -6.74 -0.30 -1.15  -0.0793
C -5.63 -0.33 -0.32  -0.0477
H -2.55 -1.17 -1.03  0.0997
H -0.97 -0.58 -1.54  0.0884
H -1.01 1.47 -3.23  0.1104
H -1.94 2.17 -5.40  0.1034
H -4.05 1.18 -6.23  0.1017
H -5.22 -0.53 -4.87  0.1060
H -4.30 -1.22 -2.69  0.1113
H -3.56 1.46 1.43  0.1140
H -3.41 -0.27 1.09  0.0717
H -4.39 2.76 -0.98  0.1141
H -6.35 2.79 -2.47  0.1074
H -7.86 0.84 -2.58  0.1042
H -7.40 -1.16 -1.19  0.1062
H -5.42 -1.20 0.28  0.1207

***

[3]
Density functional theory data (ωB97M-V/def2-TZVPD) for 7 unconnected molecules or ions with the total composition C39H32O13.

**Structure (SMILES)**: O=C1C=CC(=O)C=C1.O=C1C=CC(=O)C=C1.O=C1C=CC(=O)C=C1.O=C1C=CC(=O)C=C1.O=C1C=CC(=O)C=C1.O=C1C=CC(=O)C=C1.CC(C)O
**Gap between HOMO and LUMO**: 7.53 eV
**E_HOMO**: -9.79 eV
**Energy relative to the best compared isomer or geometry (same formula, charge and spin)**: 17.90 kJ/mol

Each line ends with the Löwdin charge.
Cartesian coordinates (Å):
O -36.75 -9.42 45.02  0.0803
C -36.81 -10.57 45.44  -0.3716
C -37.53 -11.68 44.54  0.1070
C -37.64 -13.08 45.01  0.0551
C -36.84 -13.45 46.23  -0.3860
O -36.80 -14.66 46.49  0.0555
C -36.05 -12.44 46.99  0.0553
C -36.13 -11.06 46.65  0.0328
H -38.13 -11.29 43.72  0.0772
H -38.32 -13.71 44.51  0.0614
H -35.47 -12.74 47.91  0.1354
H -35.51 -10.27 47.05  0.1072
O -40.93 -13.65 46.44  0.0925
C -41.08 -14.48 45.56  -0.3717
C -42.30 -14.52 44.48  0.1699
C -42.03 -15.44 43.26  0.0152
C -40.94 -16.27 43.07  -0.5060
O -40.85 -16.89 42.03  0.0678
C -39.97 -16.29 44.23  0.0514
C -40.06 -15.54 45.43  0.0143
H -43.08 -13.94 44.67  0.0299
H -42.89 -15.66 42.41  0.1737
H -39.15 -17.01 44.09  0.1149
H -39.32 -15.47 46.29  0.1300
O -36.61 -14.93 37.51  0.1214
C -37.17 -14.57 38.50  -0.4492
C -37.41 -12.98 38.66  0.1792
C -38.39 -12.57 39.87  0.0797
C -38.89 -13.56 40.84  -0.4756
O -39.55 -13.24 41.76  0.0846
C -38.43 -14.97 40.63  0.0879
C -37.62 -15.40 39.51  -0.0037
H -37.19 -12.22 37.98  0.0685
H -38.66 -11.53 39.94  0.0596
H -38.90 -15.89 41.39  0.1710
H -37.57 -16.42 39.20  0.1154
O -40.77 -12.38 36.88  0.0968
C -41.80 -12.55 37.48  -0.4207
C -42.15 -13.83 38.26  0.0580
C -43.56 -14.05 38.75  0.0499
C -44.62 -13.08 38.26  -0.4460
O -45.76 -13.35 38.73  0.0318
C -44.31 -12.01 37.40  0.0114
C -42.92 -11.63 37.06  0.0729
H -41.39 -14.59 38.76  0.1336
H -43.77 -14.92 39.44  0.1256
H -45.26 -11.19 37.25  0.1856
H -42.78 -10.86 36.35  0.0932
O -38.56 -4.52 43.18  0.1301
C -38.58 -5.63 42.78  -0.4570
C -39.86 -6.46 42.71  0.1490
C -39.61 -7.92 42.14  0.0805
C -38.28 -8.37 41.84  -0.4078
O -38.15 -9.54 41.33  0.0304
C -37.18 -7.49 42.14  0.0179
C -37.28 -6.13 42.42  0.0271
H -40.87 -6.15 43.08  0.1122
H -40.51 -8.54 41.98  0.0705
H -36.07 -7.82 41.97  0.1625
H -36.38 -5.83 42.73  0.0809
O -45.70 -9.95 43.82  0.0525
C -46.50 -9.70 42.91  -0.3852
C -47.28 -8.32 42.98  0.1346
C -47.98 -7.82 41.67  0.1085
C -48.05 -8.73 40.48  -0.3834
O -48.65 -8.42 39.45  0.0869
C -47.49 -10.14 40.55  0.1104
C -46.71 -10.61 41.74  0.0757
H -46.99 -7.76 43.88  0.0985
H -48.36 -6.98 41.68  -0.0101
H -47.56 -10.79 39.80  0.0460
H -46.42 -11.57 41.90  0.0654
C -42.05 -10.99 43.27  -0.0487
C -42.63 -11.49 41.84  -0.4346
C -42.09 -10.68 40.63  -0.0307
O -42.43 -12.86 41.54  -0.0482
H -42.61 -11.67 44.10  0.0864
H -42.38 -9.73 43.42  0.1545
H -40.96 -11.33 43.43  0.0632
H -43.56 -11.19 42.06  0.0564
H -42.80 -10.82 39.92  0.0149
H -41.14 -11.02 40.19  0.0764
H -41.94 -9.58 40.64  0.0752
H -41.57 -13.13 41.79  0.0166

***

Across the entries above, max |F| takes the values 0.605, 1.068, 14.736 eV/Å, respectively.
Across the entries above, LUMO level takes the values 3.50, 0.18, -2.25 eV, respectively.